No. 1
# C38H42F3FeNP4

C38H42F3FeNP4 as an isolated structure at a distorted geometry (ωB97M-V/def2-TZVPD, the Open Molecules 2025 dataset).

Structure (ORCA input):
```
! RIJCOSX wB97M-V def2-TZVPD def2/J DEFGRID3
* xyz -2 1
Fe 1.569 -0.098 -2.036
C 2.855 2.015 0.426
P 2.989 0.465 -0.549
C 3.620 -0.734 0.692
C 4.583 0.843 -1.444
C 4.827 -0.288 -2.442
P 3.272 -0.408 -3.446
C 3.650 0.796 -4.787
C 3.581 -1.980 -4.356
H 3.796 2.260 0.931
H 2.056 1.910 1.159
H 2.592 2.812 -0.272
H 4.644 -0.489 0.991
H 3.571 -1.739 0.273
H 2.980 -0.726 1.573
H 5.420 1.014 -0.756
H 4.398 1.778 -1.985
H 4.951 -1.239 -1.915
H 5.712 -0.130 -3.071
H 4.648 0.661 -5.216
H 3.539 1.804 -4.388
H 2.893 0.690 -5.566
H 4.581 -1.980 -4.801
H 2.844 -2.103 -5.151
H 3.491 -2.819 -3.665
N -1.295 0.108 1.735
P 0.320 -0.458 2.078
C -0.005 -1.013 3.824
C 0.484 -0.256 4.886
C 0.211 -0.607 6.202
C -0.562 -1.726 6.475
C -1.053 -2.493 5.424
C -0.769 -2.145 4.112
C 0.395 -2.008 1.207
C 1.155 -3.047 1.708
C 1.275 -4.289 1.080
C 0.433 -4.505 -0.054
C -0.322 -3.521 -0.602
C -0.190 -2.066 -0.197
P -1.478 1.726 1.293
C -2.347 2.450 2.770
C -1.651 3.387 3.530
C -2.204 3.928 4.684
C -3.468 3.536 5.098
C -4.174 2.602 4.349
C -3.620 2.069 3.196
C -2.947 1.660 0.188
C -3.255 2.804 -0.546
C -4.335 2.822 -1.413
C -5.120 1.687 -1.574
C -4.807 0.533 -0.870
C -3.726 0.520 0.001
H -2.049 -0.395 2.189
H 1.081 0.624 4.668
H 0.603 -0.006 7.016
H -0.777 -2.005 7.500
H -1.650 -3.374 5.632
H -1.104 -2.761 3.284
H 1.655 -2.909 2.669
H 1.841 -5.096 1.528
H 0.354 -5.509 -0.469
H -0.960 -3.743 -1.454
H -1.206 -1.627 -0.158
H -0.659 3.686 3.211
H -1.643 4.654 5.262
H -3.902 3.954 5.998
H -5.163 2.291 4.666
H -4.187 1.352 2.613
H -2.614 3.676 -0.467
H -4.544 3.713 -1.992
H -5.951 1.694 -2.269
H -5.387 -0.370 -1.017
H -3.453 -0.402 0.501
F -0.551 2.630 -2.734
C 0.640 2.904 -3.402
F 0.491 2.135 -4.567
F 1.574 2.003 -2.630
C 0.525 -1.247 -1.278
C -0.313 -1.121 -2.528
C 0.091 -1.691 -3.741
C -0.635 -1.503 -4.920
C -1.795 -0.753 -4.904
C -2.230 -0.181 -3.707
C -1.496 -0.353 -2.553
H 0.962 -2.331 -3.733
H -0.284 -1.950 -5.845
H -2.355 -0.593 -5.820
H -3.118 0.441 -3.690
H -1.797 0.145 -1.642
*
```

Calculated values
Lowest unoccupied orbital energy, eV: 4.24
HOMO, eV: 0.4441
Kohn-Sham gap, eV: 3.79
DFT total energy, eV: -121268.805

These are the Mulliken partial charges, in e, on atoms 1 to 6: number 1, Fe, carries -0.95; number 2, C, carries -1.35; number 3, P, carries 1.25; number 4, C, carries -1.24; number 5, C, carries -0.99; number 6, C, carries -1.24

***

No. 2
# C6H10

A single C6H10 molecule (ωB97M-V/def2-TZVPD, the Open Molecules 2025 dataset).

Structure (ORCA input):
```
! RIJCOSX wB97M-V def2-TZVPD def2/J DEFGRID3
* xyz 0 1
C 1.848 1.704 -0.589
C 0.770 1.456 0.432
C 0.246 0.275 0.655
C -0.551 -0.734 0.397
C -0.679 -2.046 1.130
C -1.390 -0.374 -0.837
H 2.131 0.771 -1.085
H 1.466 2.390 -1.357
H 2.744 2.161 -0.157
H 0.322 2.322 0.918
H -0.011 -2.103 1.996
H -1.702 -2.200 1.496
H -0.446 -2.896 0.477
H -0.704 -0.128 -1.654
H -2.086 -1.130 -1.202
H -1.959 0.535 -0.618
*
```

Calculated values
Lowest unoccupied orbital energy, eV: 1.03
SMILES string: CC=C=C(C)C
HOMO, eV: -8.8142
Kohn-Sham gap, eV: 9.84
Relative energy (zero: lowest compared OMol25 entry of this formula, charge and spin), kcal/mol: 38.3
DFT total energy, eV: -6382.200

These are the natural (NBO) partial charges, in e, on atoms 1 to 6: number 1, C, carries -0.63; number 2, C, carries -0.25; number 3, C, carries 0.06; number 4, C, carries -0.08; number 5, C, carries -0.63; number 6, C, carries -0.62

***

No. 3
# C5H36O14

A 14-piece molecular cluster, C5H36O14 overall at a distorted geometry (ωB97M-V/def2-TZVPD, the Open Molecules 2025 dataset).

Structure (ORCA input):
```
! RIJCOSX wB97M-V def2-TZVPD def2/J DEFGRID3
* xyz 0 1
O -1.665 0.952 0.230
C -1.256 1.353 1.320
C -0.367 0.508 2.112
C 0.960 1.123 2.657
C 1.445 0.233 3.878
C 2.044 1.320 1.630
H -1.315 2.430 1.489
H -0.870 0.306 3.126
H -0.097 -0.456 1.738
H 0.860 2.178 2.932
H 0.697 0.178 4.701
H 2.430 0.719 4.095
H 1.724 -0.785 3.627
H 1.729 2.144 0.949
H 2.909 1.877 2.092
H 2.466 0.454 1.091
H -1.533 -2.891 -1.525
H -1.531 -1.656 -0.656
O -1.661 -1.921 -1.581
H -2.180 2.682 -0.716
H -1.864 3.978 -1.385
O -2.454 3.604 -0.723
H -0.572 -0.387 -2.558
H 0.571 0.250 -3.308
O 0.152 0.269 -2.435
H 2.480 2.745 -2.669
H 0.847 2.650 -2.610
O 1.702 2.281 -2.282
H -0.409 -3.813 1.133
H -1.048 -4.223 2.534
O -0.210 -4.233 1.971
H 3.124 -0.136 -1.506
H 1.582 -0.125 -1.263
O 2.355 -0.677 -1.320
H -3.108 -2.719 2.176
H -2.652 -3.701 1.021
O -2.647 -3.532 1.964
H -2.909 0.934 -1.359
H -1.378 1.022 -2.073
O -2.319 1.254 -2.038
H 0.051 3.708 0.487
H -1.259 4.542 0.810
O -0.333 4.371 1.075
H 0.636 -2.191 -2.499
H 0.493 -2.758 -3.777
O 0.585 -3.088 -2.875
H 1.010 -3.196 2.333
H 0.469 -1.775 2.478
O 1.204 -2.314 2.784
H 2.637 -3.438 0.540
H 2.996 -2.936 -0.940
O 3.317 -3.155 -0.066
H -0.544 1.907 -3.482
H -1.614 2.901 -3.526
O -0.670 2.830 -3.724
*
```

Calculated values
Lowest unoccupied orbital energy, eV: -0.54
HOMO, eV: -10.3503
Kohn-Sham gap, eV: 9.81
Relative energy (zero: lowest compared OMol25 entry of this formula, charge and spin), kcal/mol: 127.7
DFT total energy, eV: -34431.861

These are the natural (NBO) partial charges, in e, on atoms 1 to 6: number 1, O, carries -0.63; number 2, C, carries 0.44; number 3, C, carries -0.53; number 4, C, carries -0.20; number 5, C, carries -0.64; number 6, C, carries -0.63

***

No. 4
# CH3NO3

A 2-piece molecular cluster, CH3NO3 overall at a distorted geometry (ωB97M-V/def2-TZVPD, the Open Molecules 2025 dataset).

Structure (ORCA input):
```
! RIJCOSX wB97M-V def2-TZVPD def2/J DEFGRID3
* xyz 0 1
O -2.262 1.367 0.303
N -1.318 0.600 0.242
O -1.748 -0.673 -0.070
H -1.083 -1.483 -0.125
C 1.615 0.043 -0.059
O 1.325 -1.099 -0.034
H 0.939 0.767 -0.482
H 2.533 0.478 0.225
*
```

Calculated values
Lowest unoccupied orbital energy, eV: 0.02
SMILES string: O=NO.C=O
HOMO, eV: -10.3949
Kohn-Sham gap, eV: 10.42
Relative energy (zero: lowest compared OMol25 entry of this formula, charge and spin), kcal/mol: 66.9
DFT total energy, eV: -8714.064

These are the natural (NBO) partial charges, in e, on atoms 1 to 6: number 1, O, carries -0.29; number 2, N, carries 0.34; number 3, O, carries -0.58; number 4, H, carries 0.52; number 5, C, carries 0.31; number 6, O, carries -0.52

***

No. 5
# C2H3FI2

C2H3FI2 as an isolated structure at a distorted geometry (ωB97M-V/def2-TZVPD, the Open Molecules 2025 dataset).

Structure (ORCA input):
```
! RIJCOSX wB97M-V def2-TZVPD def2/J DEFGRID3
* xyz 0 1
C 1.425 0.031 -0.351
C -1.225 0.015 0.512
F -1.272 -0.177 1.837
I -1.877 1.883 -0.223
I -2.173 -1.645 -0.443
H 1.794 -0.058 0.573
H 1.722 -0.867 -0.893
H 1.606 0.817 -1.013
*
```

Calculated values
Lowest unoccupied orbital energy, eV: -1.59
HOMO, eV: -8.1964
Kohn-Sham gap, eV: 6.60
Relative energy (zero: lowest compared OMol25 entry of this formula, charge and spin), kcal/mol: 97.0
DFT total energy, eV: -21036.403

These are the natural (NBO) partial charges, in e, on atoms 1 to 6: number 1, C, carries -0.43; number 2, C, carries -0.09; number 3, F, carries -0.37; number 4, I, carries 0.20; number 5, I, carries 0.17; number 6, H, carries 0.17

***

No. 6
# C5H8N2O

C5H8N2O as an isolated structure at a distorted geometry (ωB97M-V/def2-TZVPD, the Open Molecules 2025 dataset).

Structure (ORCA input):
```
! RIJCOSX wB97M-V def2-TZVPD def2/J DEFGRID3
* xyz 0 1
C -0.076 -0.086 -0.692
C -0.164 -1.524 -0.903
C 0.123 -1.899 0.655
C -0.480 -0.341 0.692
C -0.464 1.498 -0.894
H 1.691 0.992 -0.365
H 0.596 -2.171 -1.594
H -1.303 -1.838 -1.007
H 1.097 -1.960 0.803
H -0.262 -2.807 1.288
H -1.733 -0.417 0.944
H -0.690 1.412 2.141
H -0.604 1.894 -1.840
N -0.218 1.013 1.345
N -0.337 1.937 0.339
O 1.433 -0.204 -0.663
*
```

Calculated values
Lowest unoccupied orbital energy, eV: 0.83
HOMO, eV: -8.9576
Kohn-Sham gap, eV: 9.79
Relative energy (zero: lowest compared OMol25 entry of this formula, charge and spin), kcal/mol: 183.3
DFT total energy, eV: -10334.778

These are the natural (NBO) partial charges, in e, on atoms 1 to 6: number 1, C, carries 0.07; number 2, C, carries -0.39; number 3, C, carries -0.36; number 4, C, carries -0.06; number 5, C, carries -0.03; number 6, H, carries 0.46